Entry 1:
Molecular formula: C5H13BaO3
Method: DFT, ωB97M-V/def2-TZVPD

Computed properties:
spin multiplicity = 1
total charge = +1
gap between HOMO and LUMO = 5.4 eV
LUMO = -4.339 eV
E_tot = -12222.6126 eV
energy above the lowest of the compared OMol25 structures with the same formula, charge and spin = 1.9 kcal per mole

Structure (XYZ):
```
22
C5H13BaO3, DFT ωB97M-V/def2-TZVPD
C 0.661 -0.466 -0.640
O -0.496 0.186 -1.148
C -1.685 -0.510 -0.930
C -2.669 0.361 -0.188
O -2.592 1.685 -0.656
C -3.654 2.492 -0.217
H 1.512 0.149 -0.981
H 0.765 -1.467 -1.108
H -1.498 -1.425 -0.331
H -2.132 -0.834 -1.891
H -2.451 0.327 0.896
H -3.688 -0.041 -0.339
H -3.700 2.527 0.886
H -3.485 3.506 -0.599
H -4.622 2.121 -0.598
Ba 1.488 -0.838 1.911
O 4.015 -0.723 1.586
H 4.471 0.097 1.802
C 4.804 -1.611 0.780
H 5.858 -1.495 1.048
H 4.492 -2.637 0.997
H 4.608 -1.406 -0.280
```

Löwdin population analysis, charges in e, atoms 1 to 4:
1. C -0.455
2. O -0.253
3. C -0.250
4. C -0.231


Entry 2:
Molecular formula: H16O8Sr
Method: DFT, ωB97M-V/def2-TZVPD

Computed properties:
spin multiplicity = 1
total charge = +2
gap between HOMO and LUMO = 12.5 eV
LUMO = -6.332 eV
E_tot = -17465.7079 eV
energy above the lowest of the compared OMol25 structures with the same formula, charge and spin = 9.9 kcal per mole

Structure (XYZ):
```
25
H16O8Sr, DFT ωB97M-V/def2-TZVPD
Sr -0.035 -0.160 0.005
O -1.922 1.338 -0.196
H -2.663 1.278 0.407
H -2.296 1.689 -1.003
O 1.652 0.960 1.702
H 2.577 0.997 1.460
H 1.534 1.688 2.311
O -0.606 -0.191 -2.504
H -1.361 -0.527 -2.987
H -0.102 0.297 -3.155
O -1.114 -0.054 2.380
H -0.632 -0.469 3.096
H -1.917 0.271 2.789
O -1.669 -2.086 -0.303
H -1.408 -2.997 -0.440
H -2.608 -2.130 -0.124
O 0.909 -2.095 1.200
H 0.683 -3.025 1.192
H 1.834 -2.070 0.956
O 0.440 2.371 -1.005
H 1.221 2.861 -1.262
H -0.253 2.710 -1.570
O 2.216 -0.201 -0.840
H 2.578 0.287 -1.579
H 2.942 -0.742 -0.530
```

Löwdin population analysis, charges in e, atoms 1 to 4:
1. Sr 1.671
2. O -0.140
3. H 0.079
4. H 0.078


Entry 3:
Molecular formula: C11H15ClNO4PdY
Method: DFT, ωB97M-V/def2-TZVPD

Computed properties:
spin multiplicity = 5
expectation value of S² = 6.01
gap between HOMO and LUMO (spin up / spin down) = 5.3 / 8.5 eV
LUMO (spin up / spin down) = -1.594 / -1.811 eV
E_tot = -38369.3407 eV

Structure (XYZ):
```
34
C11H15ClNO4PdY, DFT ωB97M-V/def2-TZVPD
Y -0.536 1.483 -1.476
Cl -1.740 3.616 -1.452
C -2.150 -0.291 -2.390
H -2.152 -0.315 -1.278
H -2.894 -1.034 -2.732
H -2.478 0.691 -2.789
Pd -0.352 -0.936 -3.243
C 1.093 0.635 -3.138
C -1.146 -0.480 -5.147
C 0.457 -2.947 -3.318
H -1.735 -1.363 -5.442
H -1.749 0.437 -5.098
H -0.262 -0.356 -5.793
H 1.804 0.554 -2.301
H 1.546 0.188 -4.023
H 0.856 1.681 -3.426
H -0.159 -3.860 -3.514
H 1.308 -3.079 -2.601
O -0.465 -0.012 0.294
C 0.435 0.702 0.888
O 1.010 1.661 0.224
C 0.728 0.447 2.321
C 1.058 1.531 3.138
C 1.090 1.385 4.515
C 0.803 0.138 5.092
C 0.587 -0.990 4.275
C 0.507 -0.822 2.895
N 0.516 0.083 6.494
O 0.561 1.158 7.140
O 0.227 -1.012 7.027
H 1.266 2.494 2.685
H 1.274 2.240 5.154
H 0.419 -1.949 4.763
H 0.273 -1.676 2.256
```

Löwdin population analysis, charges in e, atoms 1 to 4:
1. Y 1.136
2. Cl -0.134
3. C -0.316
4. H -0.025


Entry 4:
Molecular formula: C53H69N7O5PW
Method: DFT, ωB97M-V/def2-TZVPD

Computed properties:
spin multiplicity = 3
total charge = +3
expectation value of S² = 2.06
gap between HOMO and LUMO (spin up / spin down) = 6.1 / 5.2 eV
LUMO (spin up / spin down) = -9.451 / -10.362 eV
E_tot = -87843.0534 eV
energy above the lowest of the compared OMol25 structures with the same formula, charge and spin = 0.0 kcal per mole

Structure (XYZ):
```
136
C53H69N7O5PW, DFT ωB97M-V/def2-TZVPD
W -0.083 -0.277 -0.412
C -1.109 5.446 3.662
C -1.178 5.799 2.165
C -2.362 6.741 1.935
C 0.117 6.517 1.746
C -1.290 4.510 1.367
C -0.317 3.545 1.486
C -0.425 2.377 0.731
N 0.411 1.309 0.738
C 1.371 1.029 1.732
C 2.231 1.904 2.382
C 3.060 1.422 3.385
C 2.999 0.055 3.696
C 2.195 -0.864 3.032
C 1.398 -0.345 2.008
O 0.584 -1.092 1.228
C 2.173 -2.356 3.378
C 0.737 -2.771 3.736
C 2.672 -3.174 2.176
C 3.072 -2.676 4.574
C 3.991 2.390 4.114
C 4.800 1.698 5.211
C 3.150 3.505 4.754
C 4.966 3.004 3.097
C -1.603 2.142 -0.111
O -1.655 0.944 -0.651
C -2.612 3.116 -0.247
C -2.397 4.266 0.483
C -3.894 3.028 -1.095
C -5.104 3.218 -0.164
C -3.867 4.166 -2.129
C -4.102 1.713 -1.853
H -1.030 6.366 4.240
H -0.242 4.828 3.900
H -2.009 4.919 3.986
H -2.224 7.636 2.539
H -3.310 6.292 2.236
H -2.435 7.065 0.894
H 0.208 7.447 2.308
H 0.108 6.765 0.683
H 1.004 5.915 1.955
H 0.503 3.693 2.166
H 2.289 2.943 2.090
H 3.632 -0.309 4.489
H 0.053 -2.639 2.895
H 0.370 -2.194 4.588
H 0.719 -3.825 4.019
H 2.055 -3.014 1.290
H 2.648 -4.237 2.418
H 3.707 -2.913 1.940
H 2.760 -2.139 5.471
H 4.119 -2.443 4.373
H 3.011 -3.742 4.792
H 4.159 1.268 5.983
H 5.443 2.432 5.695
H 5.446 0.913 4.812
H 2.429 3.094 5.463
H 2.606 4.086 4.006
H 3.799 4.194 5.294
H 5.580 2.233 2.627
H 5.635 3.701 3.601
H 4.445 3.559 2.313
H -3.139 5.047 0.408
H -5.093 4.183 0.342
H -5.142 2.438 0.600
H -6.024 3.167 -0.745
H -3.784 5.146 -1.659
H -4.792 4.158 -2.707
H -3.037 4.057 -2.831
H -4.202 0.856 -1.186
H -3.309 1.505 -2.570
H -5.036 1.801 -2.411
O -5.298 -1.576 -6.178
C -4.016 -1.243 -6.377
O -3.642 -0.747 -7.396
C -3.044 -1.465 -5.244
C -1.732 -1.781 -5.583
C -0.761 -1.869 -4.606
C -1.093 -1.621 -3.274
C -2.399 -1.295 -2.932
C -3.376 -1.236 -3.914
N -0.058 -1.577 -2.275
C 1.008 -2.278 -2.431
C 2.182 -1.976 -1.628
C 3.357 -2.684 -1.748
C 4.496 -2.220 -1.095
C 4.401 -1.037 -0.387
C 3.168 -0.390 -0.281
N 2.064 -0.869 -0.857
H -5.421 -2.132 -5.398
H -1.479 -1.923 -6.626
H 0.261 -2.080 -4.898
H -2.660 -1.066 -1.910
H -4.388 -0.964 -3.638
H 1.068 -3.074 -3.170
H 3.385 -3.568 -2.374
H 5.436 -2.751 -1.168
H 5.267 -0.604 0.096
H 3.083 0.534 0.270
O -1.863 0.278 2.043
C -3.038 -0.322 1.534
C -2.740 -1.660 0.892
C -3.624 -2.703 1.117
C -3.330 -3.985 0.691
C -2.099 -4.207 0.097
C -1.272 -3.129 -0.118
N -1.590 -1.858 0.199
H -1.579 -0.198 2.834
H -3.474 0.372 0.818
H -3.777 -0.478 2.322
H -4.532 -2.504 1.671
H -4.020 -4.800 0.865
H -1.775 -5.198 -0.188
H -0.296 -3.289 -0.546
C 0.564 3.958 -3.883
N 1.768 3.641 -3.109
C 2.721 2.947 -3.977
N 2.158 1.745 -4.592
C 0.946 2.104 -5.334
N -0.046 2.780 -4.498
C -0.647 1.895 -3.526
P 0.667 1.258 -2.366
C 1.459 2.887 -1.915
C 1.920 0.692 -3.629
H 0.843 4.650 -4.677
H -0.165 4.450 -3.235
H 3.610 2.681 -3.402
H 3.018 3.628 -4.773
H 0.503 1.208 -5.771
H 1.228 2.777 -6.143
H -1.139 1.053 -4.017
H -1.392 2.431 -2.936
H 2.366 2.694 -1.334
H 0.770 3.452 -1.283
H 1.538 -0.193 -4.143
H 2.850 0.428 -3.120
```

Löwdin population analysis, charges in e, atoms 1 to 4:
1. W 1.735
2. C -0.018
3. C -0.544
4. C -0.044


Entry 5:
Molecular formula: C2H2N2OS
Method: DFT, ωB97M-V/def2-TZVPD

Computed properties:
SMILES = Sc1nnco1
spin multiplicity = 1
gap between HOMO and LUMO = 9.8 eV
LUMO = 0.385 eV
E_tot = -17966.8025 eV
energy above the lowest of the compared OMol25 structures with the same formula, charge and spin = 50.1 kcal per mole

Structure (XYZ):
```
8
C2H2N2OS, DFT ωB97M-V/def2-TZVPD
S 1.457 -1.111 0.228
C 0.132 -0.227 -0.184
N -1.111 -0.656 -0.557
N -1.803 0.641 -0.345
C -1.007 1.534 0.027
O 0.180 0.993 0.294
H 2.210 -0.363 1.027
H -1.320 2.458 0.233
```

Löwdin population analysis, charges in e, atoms 1 to 4:
1. S 0.917
2. C -0.853
3. N 0.098
4. N 0.053


Entry 6:
Molecular formula: C5H9N2
Method: DFT, ωB97M-V/def2-TZVPD

Computed properties:
spin multiplicity = 1
total charge = +1
gap between HOMO and LUMO = 9.3 eV
LUMO = -4.035 eV
E_tot = -8297.8115 eV
energy above the lowest of the compared OMol25 structures with the same formula, charge and spin = 182.7 kcal per mole

Structure (XYZ):
```
16
C5H9N2, DFT ωB97M-V/def2-TZVPD
C 0.188 1.458 0.044
C -1.987 0.896 -0.407
C 0.009 -0.761 -0.429
C -1.439 -0.479 -0.523
C 2.193 0.247 0.009
N 0.772 0.372 -0.067
N -2.225 -0.098 0.725
H 0.248 -1.488 0.324
H 0.527 -1.085 -1.402
H 0.921 2.280 0.031
H -2.059 -1.121 -1.149
H 2.357 -0.871 -0.294
H 2.904 0.828 -0.499
H 2.517 0.253 1.145
H -1.750 0.029 1.623
H -3.176 -0.462 0.868
```

Löwdin population analysis, charges in e, atoms 1 to 4:
1. C 0.151
2. C 0.141
3. C -0.130
4. C -0.262


Entry 7:
Molecular formula: C30H63Br14N2O
Method: DFT, ωB97M-V/def2-TZVPD

Computed properties:
spin multiplicity = 1
total charge = +1
gap between HOMO and LUMO = 8.6 eV
LUMO = -2.506 eV
E_tot = -1017739.5631 eV

Structure (XYZ):
```
110
C30H63Br14N2O, DFT ωB97M-V/def2-TZVPD
C 3.531 1.955 -1.050
C 4.764 2.236 -1.860
C 4.674 2.967 -3.354
N 4.604 1.919 -4.484
N 4.349 2.597 -5.666
C 5.944 1.158 -4.491
C 5.613 -0.339 -3.911
C 6.855 -1.078 -3.137
C 6.524 -2.716 -3.204
C 5.230 -3.119 -2.262
C 4.085 -4.011 -3.031
C 3.447 -3.308 -4.370
C 2.561 -1.952 -4.080
C 1.021 -2.115 -4.712
C -0.114 -2.457 -3.580
C -1.573 -1.975 -4.240
C -2.727 -1.742 -3.099
O -2.779 -0.276 -2.845
C -4.175 0.183 -2.737
H 2.463 2.008 -1.572
H 3.673 1.750 0.111
H 5.817 1.912 -1.446
H 3.721 3.679 -3.396
H 5.672 3.598 -3.530
H 3.779 1.274 -4.325
H 3.866 2.009 -6.380
H 5.198 3.078 -6.042
H 6.201 1.020 -5.647
H 6.798 1.732 -3.935
H 4.703 -0.313 -3.149
H 5.299 -1.021 -4.837
H 6.757 -0.808 -1.979
H 7.917 -0.844 -3.568
H 7.496 -3.308 -2.907
H 6.270 -3.020 -4.312
H 5.663 -3.814 -1.395
H 4.795 -2.169 -1.697
H 4.634 -5.006 -3.394
H 3.219 -4.396 -2.306
H 2.762 -4.136 -4.888
H 4.268 -3.032 -5.175
H 2.532 -1.644 -2.928
H 3.055 -1.086 -4.736
H 1.095 -2.882 -5.593
H 0.758 -1.042 -5.156
H -0.166 -3.629 -3.489
H 0.081 -1.932 -2.527
H -1.971 -2.734 -5.038
H -1.445 -0.936 -4.812
H -2.434 -2.261 -2.092
H -3.728 -2.188 -3.509
H -4.292 1.335 -2.926
H -4.531 -0.023 -1.626
H -4.924 -0.362 -3.455
Br -4.473 -2.944 -0.287
C -4.982 -4.446 -1.424
C -4.332 -5.728 -0.959
Br -2.454 -5.797 -1.483
H -4.720 -4.173 -2.450
H -6.070 -4.512 -1.337
H -4.794 -6.593 -1.444
H -4.366 -5.864 0.125
Br -1.562 -1.401 4.349
C -1.635 -0.191 2.820
C -1.519 -0.948 1.518
Br 0.325 -1.482 1.173
H -0.845 0.552 2.963
H -2.608 0.302 2.895
H -1.791 -0.307 0.674
H -2.125 -1.857 1.489
Br -2.462 2.945 1.443
C -2.535 4.155 -0.085
C -2.419 3.398 -1.388
Br -0.575 2.864 -1.732
H -1.745 4.898 0.057
H -3.508 4.648 -0.011
H -2.691 4.039 -2.232
H -3.025 2.489 -1.417
Br -0.902 3.405 6.507
C -2.382 2.719 7.576
C -2.996 1.494 6.939
Br -4.137 1.979 5.433
H -3.090 3.541 7.707
H -1.940 2.469 8.545
H -3.658 0.983 7.643
H -2.255 0.784 6.562
Br 4.482 -3.407 5.565
C 2.991 -2.369 6.276
C 2.199 -1.719 5.165
Br 3.125 -0.152 4.463
H 3.411 -1.653 6.987
H 2.375 -3.092 6.817
H 1.246 -1.339 5.543
H 2.011 -2.384 4.319
Br -4.363 0.696 10.513
C -5.755 -0.460 9.783
C -5.271 -1.886 9.659
Br -4.099 -2.102 8.115
H -6.067 -0.023 8.831
H -6.581 -0.394 10.497
H -6.110 -2.563 9.476
H -4.714 -2.234 10.533
Br -5.874 6.305 0.320
C -4.850 7.567 1.399
C -4.559 8.834 0.630
Br -3.118 8.564 -0.657
H -3.949 7.044 1.732
H -5.483 7.778 2.265
H -4.197 9.618 1.301
H -5.420 9.210 0.070
```

Löwdin population analysis, charges in e, atoms 1 to 4:
1. C 0.030
2. C -0.132
3. C -0.118
4. N -0.232